Entry 1:
The following is a DFT calculation (wB97M-V/def2-TZVPD) of a structure of composition C45H46AsF6N7O3SiTl.

Geometry (Å):
Tl: 0.02 -0.69 0.00
As: 4.47 -4.03 -0.16
Si: -0.19 1.35 -3.48
F: 3.19 -4.86 0.65
F: 3.47 -2.63 -0.33
F: 5.05 -3.44 1.37
F: 5.78 -3.21 -0.97
F: 3.91 -4.64 -1.69
F: 5.49 -5.43 0.01
O: -1.20 1.18 1.46
O: 2.28 1.01 1.24
O: -0.54 0.91 -2.02
N: -5.52 -3.74 1.48
N: -1.94 -2.42 -0.93
N: 1.23 -0.92 3.29
N: 0.94 4.74 0.39
N: -1.98 4.25 -0.85
N: -4.34 -2.68 -0.42
N: -1.83 -1.38 2.43
C: 0.98 -2.28 3.73
C: 2.06 -0.21 3.91
C: -1.51 -2.65 3.04
C: 2.12 2.57 -2.35
C: 3.23 3.41 -2.27
C: -3.07 -2.55 -0.66
C: 2.49 3.54 4.42
C: -4.91 -3.26 0.60
C: 3.60 4.17 -3.37
C: -5.18 1.82 0.93
C: -4.29 2.69 0.39
C: 2.86 4.09 -4.55
C: -0.48 -2.45 4.16
C: 1.53 -0.79 -4.45
C: -2.40 1.23 1.16
C: -3.71 2.99 -5.21
C: 0.14 5.70 1.16
C: -4.71 0.58 1.49
C: 1.20 -1.78 -3.27
C: 2.48 2.10 4.59
C: -3.02 -1.04 2.23
C: -6.67 2.07 0.86
C: -1.62 3.80 -3.60
C: -1.33 5.31 1.35
C: 2.14 4.05 3.22
C: -0.29 -0.12 -6.01
C: -3.40 0.25 1.62
C: -1.94 2.97 -0.38
C: 1.42 3.56 0.85
C: 2.80 4.42 5.60
C: 2.24 1.23 3.59
C: -2.67 2.11 -4.91
C: 0.16 -1.06 -6.96
C: 2.13 1.74 2.21
C: 1.74 3.26 -4.61
C: 1.88 3.20 2.08
C: 1.35 2.49 -3.52
C: 2.05 -1.62 -5.58
C: -2.90 2.36 0.38
C: -2.25 5.32 0.12
C: -2.67 4.68 -3.87
C: -1.59 2.50 -4.12
C: -3.72 4.27 -4.69
C: 0.32 0.07 -4.79
C: 1.35 -1.79 -6.73
H: 2.97 -2.16 -5.41
H: 3.83 4.25 5.95
H: -3.86 -1.69 2.52
H: -0.81 4.13 -2.96
H: 4.46 4.83 -3.32
H: 1.90 -1.65 -2.44
H: 2.13 4.18 6.44
H: 2.69 5.47 5.36
H: 2.62 1.72 5.60
H: -4.64 3.56 -0.15
H: 2.33 -0.14 -4.08
H: -2.18 6.28 -0.41
H: 1.20 -2.95 2.89
H: 2.14 5.13 3.08
H: 2.61 -0.59 4.78
H: -2.73 1.10 -5.28
H: -0.41 -1.21 -7.87
H: -1.76 5.99 2.09
H: 1.28 -2.82 -3.60
H: -7.13 1.43 0.10
H: -1.06 2.37 -0.62
H: -5.45 -0.13 1.83
H: -0.77 -1.56 4.74
H: 0.21 6.67 0.67
H: -2.40 -3.15 3.44
H: 0.69 4.70 -0.58
H: -4.54 4.95 -4.90
H: 1.45 2.77 0.11
H: 3.81 3.46 -1.35
H: -6.88 3.11 0.61
H: 1.85 1.94 -1.51
H: -4.53 2.66 -5.84
H: -1.14 0.49 -6.28
H: 0.18 -1.62 -2.91
H: 1.71 -2.47 -7.50
H: -3.27 5.22 0.47
H: -1.09 -3.29 2.26
H: -2.68 5.67 -3.43
H: -7.14 1.83 1.82
H: -1.21 4.44 -1.47
H: -1.35 4.30 1.77
H: 3.15 4.68 -5.41
H: 1.17 3.21 -5.53
H: -0.54 -3.32 4.82
H: 1.64 -2.56 4.57
H: 0.57 5.80 2.15

The HOMO energy (spin up / spin down) comes out at -2.5 / -3.4 eV. Its charge is -2. Its spin multiplicity is 2. The calculation puts the energy relative to the best compared isomer or geometry (same formula, charge and spin) at 1.382 eV. Its HOMO-LUMO gap (spin up / spin down) is 5.8 / 6.7 eV.

Entry 2:
The following is a DFT calculation (wB97M-V/def2-TZVPD) of a structure of composition C45H46BBr3F4GeNPSbSn in a non-equilibrium geometry.

Geometry (Å):
Sb: 1.71 -2.27 1.66
Sn: -0.65 0.56 0.57
Br: -2.54 0.72 4.29
Br: -4.25 1.29 1.66
Br: 0.97 -1.01 -2.81
Ge: -1.72 -2.88 0.86
P: -1.37 1.25 -2.08
F: 1.41 -1.19 -5.72
F: -1.62 2.13 -7.16
F: -2.26 2.63 -4.59
F: 0.25 0.21 -7.75
N: 1.24 1.15 -0.14
C: 0.71 -4.58 3.44
C: 3.01 0.03 5.25
C: 4.24 -2.03 5.11
C: -0.78 0.99 -3.81
C: -3.15 1.09 -2.46
C: -2.55 -2.83 2.65
C: -1.26 4.98 -0.46
C: 5.65 -0.62 -0.74
C: 4.06 -0.57 1.03
C: 1.62 -6.66 1.81
C: -4.11 2.06 -2.17
C: -2.93 -2.03 -0.46
C: 3.42 -1.67 0.50
C: 2.07 1.65 -0.81
C: -0.08 0.47 -6.49
C: -5.44 1.81 -2.48
C: 0.17 0.03 -4.13
C: -5.82 0.60 -3.03
C: -0.14 3.71 -2.66
C: 3.85 -2.24 -0.69
C: -4.87 -0.36 -3.32
C: 3.15 -3.39 -1.35
C: -1.56 3.65 -0.72
C: 1.89 -5.35 1.48
C: 2.25 -0.31 4.13
C: -1.36 1.69 -4.86
C: -0.10 -1.69 0.62
C: 1.43 -4.31 2.27
C: -1.43 -4.75 0.29
C: 0.14 5.04 -2.41
C: 0.86 -6.94 2.94
C: -3.54 -0.11 -3.04
C: 0.52 -0.24 -5.45
C: 3.99 -0.82 5.74
C: 1.19 0.61 3.63
C: -1.03 1.44 -6.19
C: 0.28 -3.51 4.40
C: 0.43 -5.91 3.74
C: -1.02 3.01 -1.84
C: 2.52 -1.51 3.50
C: 5.18 -0.04 0.42
C: 4.99 -1.70 -1.29
C: 3.52 -2.36 3.98
C: -3.89 1.82 3.49
C: -0.42 5.68 -1.31
B: 3.05 2.26 -1.78
H: 4.56 -0.55 6.61
H: -2.79 -0.85 -3.29
H: -1.68 5.47 0.40
H: -3.93 -2.43 -0.40
H: -0.97 -4.82 -0.69
H: 3.73 -3.28 3.45
H: 5.66 0.83 0.84
H: -3.63 -2.73 2.54
H: 3.71 -4.31 -1.20
H: -0.59 -3.83 4.95
H: 0.33 3.22 -3.49
H: 5.01 -2.70 5.48
H: -3.82 3.01 -1.74
H: -0.82 -5.30 1.00
H: -0.19 6.72 -1.12
H: 3.08 -3.21 -2.42
H: 2.13 -3.50 -0.96
H: -6.18 2.57 -2.29
H: -0.15 -6.14 4.62
H: 1.08 -3.31 5.11
H: 0.63 -7.96 3.19
H: 2.84 3.44 -1.76
H: 2.83 0.97 5.75
H: 6.54 -0.23 -1.22
H: 5.34 -2.13 -2.22
H: 0.80 5.56 -3.08
H: -6.86 0.42 -3.25
H: -2.41 -5.23 0.24
H: -3.00 -0.95 -0.30
H: 4.16 1.99 -1.45
H: -2.25 3.13 -0.07
H: -2.37 -3.76 3.19
H: -2.19 -2.00 3.24
H: 2.47 -5.14 0.59
H: -5.16 -1.30 -3.75
H: 3.70 -0.10 1.94
H: 2.75 1.75 -2.83
H: -3.53 2.84 3.49
H: 1.32 1.61 4.03
H: 0.21 0.24 3.94
H: 0.05 -2.57 3.89
H: -4.80 1.71 4.07
H: 0.21 -1.92 -0.40
H: 1.98 -7.47 1.19
H: 1.22 0.67 2.53
H: -2.56 -2.21 -1.47

The HOMO energy comes out at -10.7 eV. Its charge is +1. Its HOMO-LUMO gap is 8.0 eV.